Run A
Below is a 2-piece molecular cluster, C5H14N2 overall, with properties calculated with wB97M-V/def2-TZVPD.

Its HOMO energy is -6.8 eV. The spin multiplicity is 1. Its structure (SMILES) is C=CN.CCNC.

Element x y z (Å)
C  0.068  0.645  1.424
C  -0.116  -0.600  2.066
C  0.433  -1.142  -1.006
C  1.322  1.435  -1.010
C  -0.861  -1.872  -1.262
N  0.272  0.528  -0.557
N  -0.985  1.630  1.379
H  -0.584  0.783  -1.046
H  1.028  1.107  1.650
H  -1.533  1.557  2.229
H  -1.600  1.474  0.585
H  0.397  -0.768  3.006
H  -1.143  -0.941  2.180
H  0.983  -1.011  -1.945
H  1.101  -1.632  -0.305
H  1.066  2.458  -0.726
H  1.490  1.377  -2.090
H  2.251  1.142  -0.516
H  -1.544  -1.273  -1.867
H  -0.673  -2.774  -1.854
H  -1.371  -2.122  -0.335

---

Run B
Below is a single C5H14N2 molecule, with properties calculated with wB97M-V/def2-TZVPD.

Its HOMO energy is -8.6 eV. The spin multiplicity is 1. Its structure (SMILES) is CNC[C@H](C)NC.

Element x y z (Å)
C  2.697  -0.839  -0.945
N  1.659  -0.595  0.057
C  -0.111  -0.020  -1.633
C  0.604  0.359  -0.339
C  -0.322  0.535  0.891
N  -1.703  0.188  0.643
C  -2.515  0.331  1.833
H  2.685  -0.068  -1.716
H  3.669  -0.779  -0.475
H  2.602  -1.783  -1.477
H  1.187  -1.467  0.268
H  -0.952  -0.686  -1.429
H  0.510  -0.512  -2.376
H  -0.571  0.842  -2.119
H  1.094  1.324  -0.492
H  -0.254  1.551  1.288
H  0.005  -0.143  1.666
H  -2.052  0.775  -0.106
H  -2.453  1.297  2.355
H  -2.228  -0.451  2.536
H  -3.553  0.141  1.568

---

Most stable structure - run B; separation to the second - 284.4 kJ/mol.

---

Run A
Below is a single C3H3NS2 molecule, with properties calculated with wB97M-V/def2-TZVPD.

Its HOMO energy is -9.0 eV. The spin multiplicity is 1. Its structure (SMILES) is CC1(C#N)SS1.

Element x y z (Å)
C  -0.135  -2.586  0.187
C  -0.164  -1.415  -0.745
C  -0.068  -0.028  -0.184
N  0.038  -3.561  0.782
S  -1.167  -1.490  -2.252
S  0.857  -1.972  -2.148
H  0.026  -0.102  0.950
H  -1.106  0.507  -0.486
H  0.781  0.512  -0.576

---

Run B
Below is a 2-piece molecular cluster, C3H3NS2 overall, with properties calculated with wB97M-V/def2-TZVPD.

Its HOMO energy is -8.6 eV. The spin multiplicity is 1. Its structure (SMILES) is C=C=S.N=C=S.

Element x y z (Å)
C  -0.779  -2.180  0.491
C  0.689  1.210  -0.542
C  0.290  2.060  0.352
N  -0.322  -1.956  -0.596
S  -1.525  -2.261  1.829
S  1.237  0.639  -1.874
H  0.723  3.003  0.534
H  -0.711  1.877  0.935
H  0.398  -2.390  -1.128

---

Most stable structure - run A; separation to the second - 66.4 kJ/mol.

---

Run A
Below is a 9-piece molecular cluster, C8H36N2O9 overall, with properties calculated with wB97M-V/def2-TZVPD.

Its HOMO energy is -9.2 eV. The spin multiplicity is 1. Its structure (SMILES) is COC[C@H](C)N.COC[C@H](C)N.O.O.O.O.O.O.O.

Element x y z (Å)
C  -3.377  -3.601  0.218
C  -1.937  -3.114  0.086
C  -0.930  -3.983  0.807
O  -1.146  -3.726  2.192
C  -0.017  -3.978  2.976
N  -1.685  -2.965  -1.353
H  -3.471  -4.601  -0.173
H  -3.986  -2.924  -0.390
H  -3.654  -3.518  1.267
H  -1.833  -2.116  0.529
H  0.084  -3.717  0.449
H  -1.096  -5.065  0.618
H  0.814  -3.340  2.668
H  0.364  -5.011  2.905
H  -0.251  -3.720  3.995
H  -1.865  -3.783  -1.910
H  -0.708  -2.670  -1.551
C  2.217  1.763  -0.002
C  3.352  1.328  0.843
C  3.315  2.012  2.231
O  3.179  3.386  2.187
C  4.279  4.084  1.631
N  3.284  -0.182  0.999
H  1.293  1.755  0.574
H  2.111  1.054  -0.812
H  2.408  2.681  -0.510
H  4.289  1.590  0.379
H  4.180  1.673  2.872
H  2.387  1.653  2.673
H  4.219  5.153  1.895
H  4.263  3.953  0.526
H  5.163  3.603  2.015
H  3.583  -0.562  0.084
H  3.917  -0.539  1.723
O  1.286  -1.362  -0.573
H  0.595  -0.696  -0.782
H  1.766  -0.960  0.167
O  -2.921  -0.325  -1.315
H  -2.721  -0.261  -2.292
H  -2.673  -1.208  -1.080
O  -1.358  3.118  -3.417
H  -2.016  3.771  -3.709
H  -0.902  3.615  -2.742
O  -0.926  3.711  -0.297
H  -0.814  4.140  0.544
H  -1.758  3.291  -0.334
O  -0.514  0.747  -0.445
H  -1.370  0.401  -0.802
H  -0.418  1.666  -0.728
O  -3.677  2.371  -1.061
H  -4.429  2.726  -0.556
H  -3.623  1.390  -0.891
O  -1.992  0.110  -3.917
H  -2.690  0.192  -4.584
H  -1.593  0.991  -3.828

---

Run B
Below is a 9-piece molecular cluster, C8H36N2O9 overall, with properties calculated with wB97M-V/def2-TZVPD.

Its HOMO energy is -8.4 eV. The spin multiplicity is 1. Its structure (SMILES) is COC[C@H](C)N.COC[C@H](C)N.O.O.O.O.O.O.O.

Element x y z (Å)
C  1.381  -0.054  2.002
C  0.653  -1.154  2.746
C  1.578  -1.906  3.685
O  2.534  -2.694  3.018
C  1.988  -3.877  2.432
N  -0.491  -0.644  3.515
H  1.615  0.732  2.732
H  0.802  0.335  1.164
H  2.326  -0.390  1.576
H  0.265  -1.851  1.988
H  0.989  -2.485  4.410
H  2.162  -1.193  4.277
H  2.846  -4.497  2.177
H  1.465  -3.661  1.497
H  1.332  -4.373  3.150
H  -1.176  -1.375  3.649
H  -0.954  0.133  3.065
C  -1.143  -1.857  -1.171
C  0.292  -1.434  -1.553
C  0.847  -2.473  -2.490
O  1.044  -3.695  -1.811
C  1.586  -4.680  -2.674
N  0.211  -0.134  -2.239
H  -1.636  -1.135  -0.517
H  -1.238  -2.869  -0.763
H  -1.740  -1.883  -2.091
H  0.871  -1.348  -0.633
H  1.793  -2.131  -2.938
H  0.145  -2.609  -3.329
H  1.604  -5.609  -2.115
H  2.599  -4.372  -2.963
H  0.985  -4.755  -3.585
H  0.144  0.571  -1.511
H  -0.655  -0.072  -2.763
O  -2.344  4.753  -0.193
H  -2.261  5.383  -0.917
H  -1.495  4.808  0.279
O  -1.714  1.322  -4.062
H  -2.665  1.439  -3.974
H  -1.326  2.001  -3.489
O  -0.952  2.689  2.635
H  -0.184  2.665  3.220
H  -1.687  2.400  3.187
O  -0.328  5.517  1.655
H  0.613  5.702  1.570
H  -0.379  4.695  2.166
O  -3.212  2.226  -1.322
H  -3.036  3.174  -1.386
H  -3.071  2.036  -0.391
O  -0.337  3.728  -3.260
H  0.529  3.858  -2.861
H  -0.163  3.676  -4.207
O  -0.159  2.136  -0.336
H  -0.462  2.906  -0.831
H  -0.388  2.323  0.583

---

Most stable structure - run A; separation to the second - 43.2 kJ/mol.

---

Run A
Below is a 2-piece molecular cluster, C11H15N overall, with properties calculated with wB97M-V/def2-TZVPD.

Its HOMO energy is -7.8 eV. The spin multiplicity is 1. Its structure (SMILES) is Cc1c[nH]c2ccccc12.CC.

Element x y z (Å)
C  -0.919  -2.554  -0.350
C  0.217  -3.019  -1.283
H  -0.487  -2.179  0.578
H  -1.647  -1.920  -0.863
H  -1.561  -3.376  -0.013
H  -0.257  -3.613  -2.061
H  1.082  -3.387  -0.720
H  0.730  -2.154  -1.708
C  -2.462  1.656  1.010
C  1.284  1.115  0.828
C  0.008  1.065  0.212
C  -1.002  1.438  1.130
C  -0.301  1.710  2.295
C  2.401  0.725  0.088
C  2.299  0.466  -1.251
C  -0.108  0.849  -1.180
C  1.055  0.628  -1.897
N  1.052  1.570  2.104
H  1.606  1.520  2.926
H  3.382  0.617  0.541
H  -0.812  1.956  3.216
H  3.180  0.279  -1.851
H  -1.020  0.919  -1.758
H  -2.955  1.627  1.984
H  -2.892  0.879  0.374
H  0.871  0.550  -2.965
H  -2.743  2.633  0.613

---

Run B
Below is a 2-piece molecular cluster, C11H15N overall, with properties calculated with wB97M-V/def2-TZVPD.

Its HOMO energy is -7.8 eV. The spin multiplicity is 1. Its structure (SMILES) is Cc1c[nH]c2ccccc12.CC.

Element x y z (Å)
C  -1.204  0.660  2.399
C  1.759  -0.933  0.694
C  0.386  -0.571  0.717
C  0.111  0.115  1.938
C  1.298  0.343  2.571
C  2.321  -1.709  -0.327
C  1.427  -2.265  -1.217
C  -0.440  -1.071  -0.300
C  0.071  -1.856  -1.285
N  2.337  -0.341  1.841
H  3.299  -0.335  2.040
H  3.399  -1.971  -0.483
H  1.465  0.956  3.451
H  1.876  -3.029  -1.858
H  -1.535  -0.830  -0.377
H  -1.200  1.779  2.327
H  -1.375  0.353  3.445
H  -0.630  -2.196  -2.001
H  -2.069  0.231  1.890
C  -0.707  1.856  -1.903
C  -2.180  1.366  -1.998
H  -0.046  0.904  -1.625
H  -0.179  2.335  -2.847
H  -0.534  2.483  -1.020
H  -2.635  2.160  -2.530
H  -2.732  1.180  -0.986
H  -2.283  0.385  -2.558

---

Most stable structure - run A; separation to the second - 49.1 kJ/mol.